C37H107Cl4HfN16O9P5 | ωB97M-V/def2-TZVPD

Geometry as XYZ:
```
179
Properties=species:S:1:pos:R:3:forces:R:3:mulliken_charge:R:1
Hf 0.077 1.711 -0.109 -0.3 0.2 2.8 -0.35
Cl -0.609 3.166 -2.324 0.4 -1.1 1.4 -0.63
Cl 1.348 -0.439 -1.294 -0.7 1.3 0.5 -0.58
C -0.139 6.107 1.613 0.7 -0.9 0.4 -1.47
C 0.882 4.898 1.887 -0.4 0.2 -0.3 1.66
C 1.163 4.743 3.438 -0.2 0.5 -1.3 -1.29
O 0.510 3.727 1.203 -1.0 -1.4 -0.4 -0.12
H -0.151 6.380 0.558 -0.2 -0.5 -0.2 0.21
H 0.080 7.058 2.099 0.5 -0.1 0.5 0.47
H -1.121 5.809 1.981 -0.2 -0.1 -0.2 0.10
H 1.837 5.223 1.474 0.4 0.2 -0.2 -1.26
H 0.213 4.702 3.971 0.1 -0.4 0.2 0.30
H 1.704 5.619 3.796 -0.1 0.4 -0.1 0.46
H 1.838 3.917 3.663 -0.4 -0.2 -0.1 0.17
C -1.565 -0.831 2.135 1.1 0.9 -0.8 -0.10
O -0.870 0.274 1.616 0.8 1.3 -0.7 -0.24
H -1.948 -1.426 1.306 0.0 -0.5 0.2 -0.50
H -0.938 -1.385 2.834 0.8 -0.8 -0.4 -0.49
H -2.365 -0.668 2.857 -1.0 1.1 -0.2 0.33
O 2.202 2.690 -0.985 2.0 0.3 -0.5 0.74
P 3.460 3.286 -1.606 0.2 0.7 -1.6 -1.00
N 4.957 2.455 -1.268 -1.8 0.4 1.7 0.72
C 4.853 1.030 -0.842 0.7 0.5 -1.2 -0.84
C 6.260 2.896 -1.815 -1.4 -0.4 0.0 -1.17
N 3.755 5.007 -1.422 0.0 -1.0 -0.4 0.32
C 4.484 5.535 -0.255 -0.9 -1.0 -0.1 -0.84
C 2.874 6.039 -2.084 1.1 -1.0 1.0 -0.93
N 3.429 3.176 -3.303 -0.1 0.2 -1.3 0.49
C 4.136 4.099 -4.244 0.0 -0.3 0.8 -1.04
C 3.005 1.904 -3.960 -1.0 0.0 0.9 -0.79
H 4.935 0.362 -1.700 -0.2 0.0 -0.6 0.38
H 3.897 0.753 -0.396 0.2 0.5 0.4 -0.16
H 5.771 0.771 -0.314 -0.3 0.1 0.9 0.42
H 6.230 3.980 -1.925 0.1 -0.1 -0.3 0.32
H 6.397 2.353 -2.750 0.3 0.4 -0.4 0.32
H 7.115 2.644 -1.188 -0.3 -0.1 0.5 0.32
H 3.788 5.949 0.474 -0.2 0.0 0.2 0.21
H 4.947 4.663 0.206 0.5 0.5 0.1 0.18
H 5.173 6.349 -0.480 0.3 -0.3 -0.4 0.33
H 2.396 5.559 -2.938 -0.5 0.4 0.4 0.33
H 2.266 6.497 -1.304 -0.9 -0.5 -0.2 0.20
H 3.467 6.895 -2.407 0.5 -0.3 -0.4 0.28
H 3.529 4.968 -4.498 0.0 -0.1 -0.2 0.29
H 5.086 4.479 -3.866 -0.1 0.0 0.4 0.31
H 4.426 3.558 -5.144 -0.4 0.0 0.0 0.39
H 3.382 1.027 -3.434 0.3 0.0 -0.1 0.17
H 3.199 1.826 -5.030 0.8 0.5 0.2 0.39
H 1.924 1.766 -3.945 -0.3 0.3 0.4 0.09
O 0.639 -7.147 -1.631 1.7 0.6 -2.8 -0.88
P 1.447 -6.749 -2.878 -2.0 0.3 1.6 0.33
N 2.265 -5.257 -2.637 -0.1 -0.4 1.2 0.43
C 1.591 -4.074 -1.938 -0.1 -1.4 -1.1 -0.83
C 3.573 -4.992 -3.204 -0.2 -0.1 -0.8 -1.07
N 0.410 -6.541 -4.263 2.1 0.9 0.3 0.29
C 0.507 -5.371 -5.225 -1.0 -1.1 1.8 -0.46
C -0.910 -7.139 -4.154 1.0 0.2 -0.6 -1.02
N 2.509 -7.966 -3.377 1.0 2.8 0.2 0.23
C 3.251 -7.830 -4.621 -0.3 0.1 0.1 -1.08
C 2.442 -9.311 -2.950 -1.6 -0.3 1.2 -1.09
H 0.991 -4.358 -1.074 -0.1 -0.5 -0.3 0.31
H 0.966 -3.638 -2.717 -0.2 0.6 0.4 0.26
H 2.294 -3.341 -1.542 0.3 -0.2 -0.5 0.14
H 3.458 -4.656 -4.235 0.2 -0.1 -0.6 0.32
H 4.165 -5.907 -3.197 0.2 0.3 0.1 0.39
H 4.139 -4.156 -2.793 -0.3 -0.2 0.9 0.29
H -0.241 -4.647 -4.901 0.1 0.5 0.0 0.00
H 1.496 -4.912 -5.205 -0.1 -0.2 -0.2 0.16
H 0.154 -5.679 -6.209 0.6 -0.2 -0.2 0.40
H -1.251 -7.107 -5.189 -0.9 0.1 0.2 0.42
H -0.827 -8.198 -3.910 -0.1 0.1 0.4 0.27
H -1.464 -6.563 -3.414 -0.7 -0.4 -0.2 0.22
H 3.376 -6.784 -4.900 -0.2 -0.2 -0.2 0.36
H 4.249 -8.253 -4.505 0.1 0.0 0.1 0.35
H 2.744 -8.391 -5.405 0.0 0.1 -0.4 0.28
H 3.426 -9.764 -2.822 -0.1 -0.2 -0.5 0.32
H 1.724 -9.765 -3.633 0.6 -1.2 -0.3 0.37
H 1.931 -9.362 -1.989 0.1 0.1 0.2 0.31
O -1.736 0.258 -1.130 0.4 0.8 -0.4 1.04
P -2.672 -0.627 -1.857 -1.8 -1.9 -1.0 -1.73
N -4.193 0.107 -2.259 1.2 -0.8 1.7 0.82
C -5.228 -0.650 -2.932 -0.1 0.2 0.1 -1.23
C -4.079 1.532 -2.514 -0.1 0.8 0.6 -1.01
N -3.055 -2.071 -0.993 -0.8 0.9 0.1 0.74
C -4.267 -2.251 -0.131 0.9 0.9 -1.2 -0.82
C -2.037 -3.136 -0.746 -0.2 1.4 -2.0 -0.71
N -2.183 -1.111 -3.409 -0.1 -1.9 1.2 1.29
C -2.643 -2.407 -4.070 1.5 1.2 1.4 -1.24
C -1.476 -0.180 -4.263 -0.3 0.0 0.3 -1.16
H -5.250 -1.718 -2.719 0.3 0.1 0.6 0.37
H -5.183 -0.637 -4.021 0.0 0.5 -0.3 0.22
H -6.151 -0.205 -2.559 -0.4 -0.3 -0.5 0.42
H -3.224 1.738 -3.158 -0.1 0.5 0.0 0.12
H -4.020 2.105 -1.589 1.1 -0.3 0.3 0.24
H -4.970 2.064 -2.847 -0.4 -0.9 -1.0 0.46
H -3.971 -2.161 0.914 -0.2 -0.2 0.1 0.04
H -4.978 -1.465 -0.385 0.0 -0.2 0.2 0.22
H -4.711 -3.219 -0.363 0.0 -0.1 0.2 0.48
H -2.509 -3.977 -0.236 0.3 0.2 0.1 0.40
H -1.782 -3.378 -1.777 0.5 -1.0 0.2 0.06
H -1.118 -2.733 -0.322 -0.2 -0.2 0.6 0.03
H -3.400 -2.920 -3.476 -0.1 0.3 -0.1 0.34
H -2.935 -2.270 -5.111 -0.2 0.3 0.1 0.39
H -1.729 -2.998 -4.026 -0.2 -0.6 -0.5 0.09
H -2.290 0.347 -4.761 0.6 0.6 -0.7 0.37
H -0.795 -0.670 -4.959 -0.2 -0.3 -0.2 0.36
H -0.827 0.475 -3.681 -0.3 0.3 0.1 0.05
O 1.860 1.162 1.385 1.3 0.3 1.9 2.88
P 2.734 0.817 2.606 -0.1 -0.7 -0.8 -1.40
N 4.248 1.634 2.738 -1.1 -0.6 -0.8 0.60
C 4.456 2.963 2.115 -0.5 -0.5 0.6 -0.58
C 5.373 1.013 3.492 -1.0 -0.1 -2.0 -1.16
N 3.128 -0.884 2.602 1.8 2.1 0.1 0.21
C 2.057 -1.799 2.818 -1.2 1.2 1.2 -0.89
C 4.088 -1.387 1.633 -0.5 0.8 -0.9 -0.62
N 2.054 1.086 4.134 0.6 -1.9 -1.5 0.80
C 0.813 1.716 4.452 -1.3 0.0 0.1 -0.47
C 2.600 0.303 5.249 -0.1 0.5 0.9 -1.35
H 5.235 3.450 2.701 0.3 0.0 -0.4 0.43
H 3.600 3.631 2.208 -0.4 -0.3 0.2 -0.01
H 4.646 2.923 1.042 0.5 -0.3 0.2 -0.15
H 5.755 1.645 4.294 -0.4 -0.3 0.3 0.26
H 6.180 0.818 2.787 0.4 0.3 -0.1 0.36
H 4.995 0.009 3.685 0.4 0.2 1.1 0.40
H 1.665 -1.403 3.755 -0.7 -0.8 0.3 0.41
H 1.250 -1.629 2.106 0.0 -0.7 -0.5 -0.02
H 2.386 -2.828 2.966 0.0 0.3 -0.3 0.50
H 4.770 -0.589 1.340 0.1 -0.2 0.0 0.11
H 4.651 -2.271 1.931 -0.1 0.1 0.5 0.34
H 3.491 -1.659 0.763 0.3 -0.1 -0.5 0.14
H -0.009 1.016 4.602 0.0 -0.6 0.1 0.11
H 0.948 2.215 5.411 -0.1 0.5 0.0 0.54
H 0.416 2.388 3.691 0.6 0.0 0.0 -0.60
H 2.939 1.043 5.974 0.6 -0.2 0.2 0.38
H 3.340 -0.469 5.039 0.3 0.7 -0.5 0.37
H 1.878 -0.277 5.825 -0.9 0.1 -0.4 0.36
O -2.214 2.455 0.588 -0.1 0.3 0.3 0.52
P -3.433 3.136 1.089 -2.7 0.2 1.2 -1.81
N -4.013 4.357 -0.001 -2.2 -3.7 1.9 1.09
C -3.234 5.451 -0.363 0.6 1.4 -1.0 -1.13
C -5.362 4.271 -0.618 -0.2 0.5 0.2 -1.24
N -3.311 3.826 2.715 0.3 0.0 -0.9 0.64
C -2.798 2.946 3.835 -0.2 0.7 -1.2 -0.75
C -4.332 4.845 3.173 2.2 -0.9 -0.1 -1.16
N -4.854 2.060 1.296 1.3 1.0 -1.3 1.15
C -4.792 0.634 1.240 0.9 -0.7 0.5 -0.54
C -6.156 2.462 1.866 2.2 0.9 -1.3 -1.49
H -2.329 5.472 0.245 0.0 0.3 -0.4 0.05
H -3.811 6.375 -0.322 0.0 0.4 0.9 0.43
H -3.041 5.421 -1.435 0.8 -0.3 -0.2 0.42
H -6.157 4.769 -0.061 0.1 0.3 0.7 0.36
H -5.788 3.283 -0.790 0.7 -0.2 0.0 0.30
H -5.420 4.825 -1.555 0.7 -0.2 -0.3 0.41
H -2.142 3.443 4.549 -0.1 0.8 -0.2 0.32
H -3.646 2.593 4.421 -0.1 -0.5 -0.1 0.40
H -2.135 2.174 3.442 -0.5 -0.4 -0.3 -0.15
H -5.231 4.336 3.521 -0.3 0.5 -0.4 0.27
H -3.888 5.363 4.022 0.1 -0.2 0.3 0.42
H -4.370 5.642 2.430 -0.9 -0.4 -0.3 0.24
H -3.926 0.250 0.700 0.0 0.2 0.0 -0.51
H -4.738 0.250 2.259 0.3 -0.3 0.5 0.44
H -5.699 0.145 0.885 -0.2 0.4 -0.7 0.42
H -6.179 2.086 2.889 -0.7 0.3 0.1 0.22
H -6.915 2.083 1.182 -0.4 -0.2 0.4 0.34
H -6.132 3.544 1.736 -0.7 0.0 0.8 0.48
C -5.127 -2.831 3.753 0.4 1.4 -0.2 -0.67
N -4.639 -4.065 3.092 1.8 -0.8 0.0 1.00
O -5.489 -4.889 2.889 -0.6 -0.5 -0.2 -0.58
O -3.444 -4.237 2.782 -1.7 1.0 0.7 -0.49
H -5.923 -2.462 3.105 0.0 -0.1 0.2 0.30
H -4.346 -2.074 3.811 0.2 -0.3 -0.2 0.11
H -5.493 -2.983 4.768 0.0 -0.6 -0.3 0.35
Cl 0.923 -4.414 4.440 -0.9 -0.3 0.2 -0.21
C -0.846 -4.057 4.617 0.0 0.8 1.3 0.41
C -1.129 -3.739 6.127 0.6 -0.1 -0.6 -0.44
Cl -2.740 -3.130 6.377 -1.8 0.6 -0.3 -0.20
H -1.496 -4.811 4.172 0.4 -0.2 0.3 0.40
H -1.027 -3.124 4.084 0.1 -0.1 -0.1 -0.38
H -0.529 -2.884 6.437 0.5 -0.5 0.0 0.18
H -1.131 -4.528 6.879 0.9 -0.3 -0.6 0.38
```
Positions in Å, forces in eV/Å.

Properties
Total charge: 0
Electronic energy: -6622.8624 Eh
Gap between HOMO and LUMO: 7.640 eV

C22H56N4O7 | ωB97M-V/def2-TZVPD

Geometry as XYZ:
```
89
Properties=species:S:1:pos:R:3:forces:R:3:mulliken_spin:R:1
C 16.276 -8.097 18.834 0.4 0.5 0.1 0.01
O 17.068 -8.025 20.028 0.6 -1.1 0.3 0.00
C 18.468 -7.702 19.898 -2.5 0.9 0.6 0.01
C 19.166 -8.582 18.920 1.6 0.3 1.3 0.00
N 19.066 -9.964 19.356 0.8 0.4 -3.3 0.80
C 19.693 -11.031 18.499 0.4 0.4 1.0 0.01
C 19.961 -12.247 19.396 -0.2 0.5 0.8 0.01
O 21.034 -13.041 18.956 -1.2 -0.6 -0.1 0.01
C 21.458 -13.945 19.994 1.2 1.0 0.9 0.00
H 15.282 -8.428 19.137 0.1 0.4 0.0 0.00
H 16.623 -8.822 18.098 0.3 -0.2 0.0 0.00
H 16.305 -7.119 18.353 -0.5 0.0 -0.1 0.00
H 18.854 -7.766 20.916 0.2 -0.6 0.0 0.00
H 18.537 -6.628 19.723 0.4 0.1 -1.0 0.00
H 20.208 -8.273 18.995 0.5 -0.3 -0.3 0.04
H 18.912 -8.454 17.868 -0.4 -0.3 -0.2 0.05
H 18.140 -10.100 19.737 -0.4 -0.7 0.9 -0.03
H 20.605 -10.744 17.974 0.3 0.8 0.6 0.01
H 19.008 -11.092 17.654 -0.7 -0.7 0.0 0.05
H 18.974 -12.644 19.632 -0.1 -1.4 -0.7 0.00
H 20.196 -11.901 20.403 0.5 0.7 0.2 0.00
H 20.674 -14.448 20.560 -0.2 -0.2 -0.6 0.00
H 22.018 -13.361 20.725 -0.3 0.6 0.5 0.00
H 22.293 -14.587 19.712 -0.8 -0.4 -1.0 0.00
C 14.830 -7.477 14.886 -0.5 0.2 0.1 0.00
O 15.794 -7.844 15.814 -0.5 -1.8 2.0 0.00
C 17.080 -7.749 15.332 0.5 2.1 -0.5 0.00
C 17.449 -8.618 14.152 2.3 0.4 1.4 0.00
N 17.283 -10.014 14.517 -1.0 1.0 1.0 0.00
C 17.024 -10.844 13.383 -0.4 -0.8 0.9 0.00
C 16.540 -12.300 13.863 1.6 0.3 -2.2 0.00
O 17.534 -13.322 14.016 0.1 -0.2 -1.0 0.00
C 18.520 -13.126 14.990 -0.4 1.1 0.3 0.00
H 15.070 -6.460 14.579 -0.2 0.0 -0.8 0.00
H 13.860 -7.446 15.384 0.1 -0.1 0.1 0.00
H 14.783 -8.229 14.098 -0.1 0.4 -0.5 0.00
H 17.818 -7.775 16.134 -0.2 -0.8 0.4 0.01
H 17.120 -6.690 15.077 0.8 0.3 -0.8 0.00
H 18.537 -8.567 14.142 0.3 0.8 -0.7 0.00
H 17.082 -8.153 13.236 -0.6 -0.8 -0.4 0.00
H 16.453 -9.979 15.091 -0.4 -0.6 0.2 0.00
H 17.897 -10.735 12.740 0.3 -1.1 -0.1 0.00
H 16.264 -10.320 12.803 -0.7 -0.6 -0.4 0.00
H 16.035 -12.623 12.953 -0.6 -0.4 0.4 0.00
H 15.892 -12.329 14.739 -0.2 0.6 0.0 0.00
H 18.007 -13.222 15.947 0.3 0.2 0.6 0.00
H 18.945 -12.132 14.852 0.1 0.3 0.4 0.00
H 19.374 -13.803 14.974 -0.5 -0.5 -0.5 0.00
C 12.876 -1.908 20.498 -0.6 0.4 -0.7 0.00
O 13.372 -3.187 20.490 1.3 -3.1 -0.8 0.00
C 14.662 -3.415 21.072 -0.5 -1.9 -1.0 0.00
C 15.164 -4.958 20.906 -0.4 0.7 -0.2 0.00
N 16.634 -5.077 20.990 0.0 1.6 0.9 0.00
C 17.311 -4.493 22.187 -1.0 -1.1 0.6 0.00
C 16.816 -4.972 23.616 1.9 -0.8 -1.7 0.00
O 17.045 -6.403 23.629 0.4 -1.4 0.6 0.00
C 18.238 -6.921 24.353 -0.5 2.2 -0.6 0.00
H 13.667 -1.163 20.411 0.1 0.4 1.5 0.00
H 12.085 -2.004 21.241 0.2 1.7 0.6 0.00
H 12.391 -1.649 19.557 -0.5 -0.7 -0.4 0.00
H 14.574 -3.137 22.122 0.7 0.3 0.0 0.00
H 15.351 -2.900 20.403 0.6 0.6 0.8 0.00
H 14.846 -5.279 19.913 0.2 0.4 -0.4 0.00
H 14.691 -5.734 21.508 -0.4 0.5 0.9 0.00
H 16.951 -6.019 20.811 -0.5 0.0 0.4 0.00
H 17.300 -3.404 22.210 -0.1 0.1 -0.5 0.00
H 18.342 -4.838 22.106 0.2 0.2 0.1 0.00
H 15.778 -4.690 23.789 0.0 -0.5 0.1 0.00
H 17.474 -4.499 24.346 -0.2 0.2 0.2 0.00
H 18.749 -7.820 24.008 -1.4 -0.6 -0.5 0.00
H 18.025 -6.984 25.420 0.1 0.0 -0.1 0.00
H 19.060 -6.238 24.140 0.0 0.7 0.6 0.00
C 19.855 -2.464 19.267 0.3 -0.9 -1.1 0.00
C 19.182 -3.224 18.099 -0.5 -0.2 0.7 0.00
C 19.871 -4.425 17.406 0.2 0.1 0.7 0.00
O 20.991 -4.057 16.653 -0.3 0.9 -1.3 0.00
C 22.172 -4.763 16.805 0.7 -0.4 1.2 0.00
N 17.904 -3.739 18.631 -0.2 0.1 -1.5 0.00
H 20.777 -1.989 18.933 0.1 0.1 0.3 0.00
H 20.032 -3.200 20.051 0.3 0.2 0.3 0.00
H 19.130 -1.732 19.622 0.2 0.1 0.0 0.00
H 19.009 -2.488 17.314 -0.3 -0.1 -0.1 0.00
H 19.158 -4.942 16.764 -0.4 0.3 -0.2 0.00
H 20.120 -5.177 18.155 0.4 -0.1 0.5 0.00
H 22.982 -4.476 16.134 -0.4 0.7 -0.1 0.00
H 22.125 -5.841 16.652 -0.6 -0.4 0.0 0.00
H 22.479 -4.572 17.834 0.6 -0.3 0.2 0.00
H 17.854 -3.969 19.613 0.2 0.1 0.1 0.00
H 17.180 -3.065 18.426 -0.2 -0.2 0.1 0.00
```
Positions in Å, forces in eV/Å.

Properties
2S+1: 2
Total charge: +1
Electronic energy: -1616.9034 Eh
Gap between HOMO and LUMO (alpha / beta): 8.174 / 3.223 eV

C2H7N3O | ωB97M-V/def2-TZVPD

Geometry as XYZ:
```
13
Properties=species:S:1:pos:R:3:forces:R:3:nbo_charge:R:1
C -0.473 0.481 -0.254 -1.2 -1.2 -1.6 0.36
C 0.640 0.192 0.711 -5.6 -1.3 1.0 -0.33
N -0.661 -0.783 -1.722 1.5 -0.8 0.9 0.35
N -1.273 1.446 -0.468 1.2 1.9 1.8 -0.61
N 1.125 -1.211 0.757 0.2 -1.1 -4.1 -0.68
O -1.542 -0.605 -2.368 -1.2 0.9 -0.4 -0.02
H 1.276 0.935 0.502 3.7 2.2 -0.4 0.29
H 0.223 0.324 1.713 0.1 0.5 0.1 0.29
H -1.286 2.404 0.029 0.0 -1.8 -0.6 0.47
H -1.936 1.426 -1.242 -0.2 -0.3 -0.3 0.45
H 1.614 -1.523 -0.216 -1.3 0.5 2.8 0.49
H 0.474 -1.969 1.120 0.4 1.2 -0.8 0.49
H 1.819 -1.116 1.437 2.2 -0.5 1.5 0.46
```
Positions in Å, forces in eV/Å.

Properties
Total charge: +2
ΔE to the lowest compared entry with this formula, charge and spin: 83.87 kJ/mol
Electronic energy: -319.0804 Eh
Gap between HOMO and LUMO: 8.769 eV

Among the records above, which one has the lowest total charge?
C37H107Cl4HfN16O9P5

Look up the electronic energy of the second one.
-1616.9034 Eh

Which of these has the highest electronic energy?
C2H7N3O